Entry i
Entry from the OMol25 dataset: a 2-piece molecular cluster, C5H14 overall (ωB97M-V/def2-TZVPD).

Each line ends with the Löwdin charge.
Cartesian coordinates (Å):
C  0.2965  -1.1815  0.7627  -0.309
C  -1.0440  -1.0957  -0.0269  -0.131
C  0.7422  -2.6767  0.9772  -0.122
H  1.0810  -0.7756  0.2179  0.052
H  0.1452  -0.6152  1.7572  0.122
H  -0.8420  -0.9574  -1.0332  0.020
H  0.6418  -3.0920  -0.0653  0.088
H  1.6535  -2.9508  1.4213  0.032
H  0.0636  -3.1599  1.7285  0.075
H  -1.6142  -2.0137  0.2882  0.087
H  -1.5466  -0.0980  0.2894  0.081
C  -0.3544  1.7407  -1.1529  -0.141
C  0.4229  2.9159  -0.3692  -0.124
H  -1.1841  1.6288  -0.5603  0.001
H  -0.5975  2.3057  -2.1318  0.092
H  0.1014  0.8074  -1.4085  0.032
H  0.2103  3.0658  0.6627  0.046
H  0.4246  3.6853  -1.1291  0.052
H  1.3998  2.4668  -0.2280  0.046

Its SMILES is CCC.CC. As for the HOMO-LUMO gap: 12.15 eV. As for the spin multiplicity: 1. The net charge is 0.



Entry ii
Entry from the OMol25 dataset: a 2-piece molecular cluster, C5H14 overall (ωB97M-V/def2-TZVPD).

Each line ends with the Löwdin charge.
Cartesian coordinates (Å):
C  -1.9938  0.6902  0.4536  -0.331
C  -2.4073  0.1632  -0.9375  -0.120
C  -0.5448  1.1206  0.5724  -0.123
H  -2.7478  1.3462  0.8848  0.097
H  -2.0327  -0.2439  1.0501  0.098
H  -1.5758  -0.3951  -1.3641  0.067
H  -0.3138  1.8483  -0.2227  0.078
H  -2.4973  1.0484  -1.5807  0.065
H  -3.4285  -0.2074  -0.9158  0.067
H  -0.4487  1.6784  1.5004  0.078
H  0.0594  0.2664  0.2934  0.032
C  2.4901  -0.4182  -0.5040  -0.161
C  2.0720  -1.4718  0.6021  -0.151
H  2.2412  0.6002  -0.2183  0.044
H  3.5002  -0.5979  -0.8421  0.052
H  1.7977  -0.5466  -1.3464  0.054
H  1.6124  -0.9461  1.4335  0.042
H  1.2255  -2.0130  0.1885  0.057
H  2.9920  -1.9220  0.9531  0.056

Its SMILES is CCC.CC. As for the HOMO-LUMO gap: 12.00 eV. As for the spin multiplicity: 1. The net charge is 0.



Most stable = entry ii